The following is a quantum chemistry calculation of a 2-piece molecular cluster, C24H30NO2 overall in a non-equilibrium geometry, from the OMol25 dataset.

Geometry as XYZ:
```
57
C24H30NO2 (wB97M-V/def2-TZVPD)
H -2.27 -0.98 2.60
C 0.61 1.62 1.61
C -1.12 1.84 -3.89
H 1.98 -0.32 3.16
H 0.36 -0.32 -4.46
C -0.15 -2.32 -3.89
H 1.94 -4.32 5.62
H -2.26 1.46 -1.04
C -1.22 -2.46 3.72
C -1.28 1.86 -1.36
C -1.23 3.36 -3.80
C 1.00 4.04 1.46
H 1.02 -2.37 -1.29
C 2.00 1.41 1.36
H 2.18 -2.49 4.32
H -0.55 1.64 -0.57
C -0.45 -0.81 -3.89
H -0.92 3.14 1.90
H -0.01 -4.05 -2.62
H -1.35 0.71 1.45
H -1.37 -0.67 -4.48
H -0.40 3.83 -1.37
C 0.14 2.97 1.66
H -1.78 3.75 -4.67
H 3.92 2.31 0.99
C -0.51 -3.07 -2.61
C -0.31 0.55 1.78
C -1.30 -1.33 2.96
C -0.13 -0.56 2.63
H 0.91 -2.48 -4.11
C -0.44 -0.83 -1.37
H 2.37 0.38 1.31
N -0.83 1.22 -2.59
C 2.85 2.49 1.16
H -0.50 -0.35 -0.39
H -0.31 1.63 -4.60
H 1.04 -5.83 5.27
H -0.70 -2.77 -4.73
H -1.59 -3.26 -2.58
H 3.05 4.66 1.09
O -2.03 3.77 -2.69
C 1.10 -0.95 3.24
C -0.58 -0.13 -2.54
H -0.20 3.79 -3.74
C 0.05 -2.95 4.13
H -2.11 -3.04 4.00
C 1.21 -2.15 3.92
H -0.47 -2.77 -0.46
C -0.07 -2.27 -1.35
C 2.36 3.81 1.23
H -2.07 3.75 -0.68
C 1.33 -4.86 4.88
H 0.62 5.07 1.53
H 1.90 -4.97 3.95
C -1.40 3.37 -1.47
H -2.07 1.45 -4.31
O 0.08 -4.19 4.65
```

The value obtained for the energy is -30951.1973 eV. The energy relative to the best compared isomer or geometry (same formula, charge and spin) comes out at 2.6108 eV. The lowest unoccupied orbital energy comes out at -5.53 eV. The spin multiplicity is 1. The calculation puts the molar mass at 364.509 u. For the HOMO energy, the calculation gives -9.638 eV. As for the net charge: +1.